# 1
Formula: C37H66N12O3
Source: the OMol25 dataset
Level of theory: ωB97M-V/def2-TZVPD

```
118
Properties=species:S:1:pos:R:3:mulliken_charge:R:1
C -0.535 -23.212 4.842 0.051
O 0.440 -22.667 5.261 -0.630
O -1.634 -22.893 5.266 -0.859
O -0.358 -24.208 4.130 -0.171
C 0.188 -16.743 10.042 -1.081
C 0.085 -18.171 10.642 -0.363
N 0.328 -19.166 9.624 0.266
C -0.353 -19.243 8.365 -1.052
C 0.001 -20.455 7.751 -0.518
N 0.962 -20.990 8.567 0.271
C 1.114 -20.256 9.736 -0.118
C 1.616 -22.279 8.296 -0.516
H -0.268 -15.952 10.639 0.393
H -0.250 -16.697 9.045 0.271
H 1.177 -16.299 9.929 0.318
H -0.931 -18.437 10.935 0.320
H 0.657 -18.324 11.557 0.383
H -0.986 -18.408 8.103 0.617
H -0.285 -20.942 6.830 0.609
H 1.802 -20.405 10.554 0.432
H 1.794 -22.854 9.205 0.491
H 2.504 -22.186 7.671 0.286
H 0.874 -22.778 7.673 -0.101
C -0.801 -18.888 2.565 -1.560
C -0.126 -19.923 3.428 0.598
N 0.710 -19.251 4.517 0.471
C 0.443 -18.152 5.286 -0.100
C 1.497 -17.927 6.238 -0.761
N 2.469 -18.922 5.956 0.284
C 1.924 -19.767 4.967 -0.474
C 3.671 -19.127 6.665 -0.815
H -1.511 -18.284 3.129 0.454
H -1.318 -19.534 1.854 0.443
H -0.158 -18.225 1.987 0.354
H 0.505 -20.550 2.799 -0.381
H -0.832 -20.584 3.931 0.101
H -0.508 -17.656 5.156 0.397
H 1.498 -17.115 6.950 0.522
H 2.422 -20.599 4.490 0.414
H 3.529 -19.808 7.504 0.256
H 4.288 -18.258 6.893 0.366
H 4.382 -19.717 6.086 0.352
C -3.100 -27.633 4.955 -1.337
C -2.932 -26.453 3.995 0.243
N -3.884 -26.411 2.975 0.627
C -3.922 -27.259 1.897 -0.411
C -4.958 -27.060 1.053 -0.557
N -5.665 -26.054 1.608 0.293
C -4.999 -25.687 2.776 -0.755
C -6.944 -25.579 1.143 -0.790
H -2.339 -27.544 5.730 0.342
H -2.934 -28.626 4.538 0.387
H -4.109 -27.771 5.346 0.380
H -2.003 -26.627 3.452 -0.181
H -2.877 -25.439 4.389 0.256
H -3.122 -27.973 1.766 0.485
H -5.236 -27.546 0.130 0.527
H -5.389 -25.021 3.532 0.537
H -7.386 -26.261 0.417 0.368
H -6.849 -24.694 0.514 0.272
H -7.657 -25.429 1.954 0.356
C 2.029 -21.386 -0.281 -0.962
C 3.051 -22.486 0.208 -0.506
N 2.360 -23.683 0.481 0.354
C 1.520 -23.862 1.563 -1.361
C 1.145 -25.156 1.623 -0.592
N 1.679 -25.825 0.509 0.184
C 2.517 -24.908 -0.178 -0.183
C 1.588 -27.267 0.197 -0.763
H 1.271 -21.007 0.405 0.088
H 1.497 -21.693 -1.181 0.357
H 2.609 -20.496 -0.524 0.415
H 3.806 -22.233 0.953 0.360
H 3.655 -22.411 -0.696 0.304
H 1.417 -23.062 2.281 1.093
H 0.460 -25.686 2.269 0.811
H 3.126 -25.112 -1.046 0.429
H 0.520 -27.452 0.311 0.288
H 2.144 -27.866 0.919 0.295
H 1.934 -27.534 -0.801 0.333
C 2.295 -31.006 7.381 -1.192
C 2.809 -29.977 6.371 -0.447
N 1.849 -28.891 6.254 0.283
C 1.407 -28.477 4.983 -1.115
C 0.686 -27.267 5.162 -0.144
N 0.906 -26.908 6.451 0.374
C 1.558 -27.894 7.176 -0.265
C 0.402 -25.680 7.063 -1.089
H 1.319 -31.425 7.136 0.328
H 2.328 -30.590 8.389 0.343
H 3.010 -31.818 7.513 0.407
H 2.973 -30.510 5.435 0.313
H 3.797 -29.566 6.580 0.361
H 1.541 -29.060 4.084 0.432
H 0.156 -26.618 4.480 0.663
H 1.751 -27.862 8.239 0.417
H 0.077 -25.688 8.104 0.441
H -0.358 -25.179 6.464 0.227
H 1.069 -24.857 6.806 0.557
C -6.314 -21.817 4.194 -0.994
C -5.751 -21.156 2.886 -0.701
N -4.831 -21.990 2.194 0.421
C -5.203 -22.686 1.001 -1.026
C -4.098 -23.220 0.436 -0.449
N -3.071 -23.110 1.358 0.529
C -3.494 -22.281 2.336 -0.452
C -1.810 -23.683 1.133 -0.608
H -5.587 -22.310 4.838 0.301
H -7.072 -22.536 3.884 0.299
H -6.841 -21.094 4.817 0.404
H -5.262 -20.187 2.993 0.426
H -6.516 -20.858 2.170 0.386
H -6.160 -22.561 0.517 0.673
H -3.997 -23.673 -0.539 0.586
H -2.932 -21.816 3.133 0.524
H -1.823 -24.760 1.306 0.216
H -0.998 -23.269 1.730 -0.161
H -1.503 -23.388 0.130 0.523
```

E_HOMO = -13.83 eV
2S+1 = 1
Orbital gap = 5.95 eV
Total energy = -63424.8338 eV
Relative energy (zero: lowest compared OMol25 entry of this formula, charge and spin) = 5.036 eV
Charge = +4

---

# 2
Formula: C37H66NO12SSi
Source: the OMol25 dataset
Level of theory: ωB97M-V/def2-TZVPD

```
118
Properties=species:S:1:pos:R:3:mulliken_spin:R:1
C 4.118 0.480 2.547 0.005
C 3.348 1.239 1.470 0.001
C 2.867 2.545 2.117 0.049
C 2.141 0.373 0.983 0.009
C 1.905 0.044 -0.532 -0.045
C 1.912 -1.497 -0.738 0.018
C 0.681 -2.331 -0.362 -0.001
C 0.449 -2.562 1.130 0.001
S -1.134 -3.431 1.326 0.000
C 0.566 0.618 -1.080 0.005
C -0.628 0.714 -0.139 0.004
O -0.569 1.953 0.568 -0.001
Si -1.936 2.738 1.106 0.000
C -2.235 4.209 -0.008 0.000
C -1.552 3.351 2.827 0.000
C -3.412 1.603 1.138 0.000
C 3.032 0.571 -1.449 0.064
C 3.740 1.846 -0.991 -0.032
C 4.914 2.169 -1.907 0.009
C 2.821 3.066 -0.953 0.022
N 4.300 1.517 0.355 0.357
O 5.338 0.766 0.305 0.541
H 5.065 0.973 2.767 -0.001
H 3.516 0.467 3.457 -0.001
H 4.315 -0.549 2.254 0.007
H 2.220 3.141 1.484 -0.001
H 3.720 3.152 2.426 -0.012
H 2.292 2.290 3.009 -0.001
H 1.247 0.840 1.390 -0.003
H 2.244 -0.576 1.504 -0.004
H 2.082 -1.665 -1.808 -0.002
H 2.791 -1.900 -0.224 0.000
H 0.802 -3.319 -0.811 0.000
H -0.222 -1.914 -0.818 0.000
H 1.258 -3.171 1.534 0.001
H 0.417 -1.631 1.689 -0.001
H -0.898 -4.030 2.498 0.000
H 0.286 0.010 -1.947 -0.001
H 0.718 1.624 -1.470 0.000
H -0.636 -0.102 0.587 -0.002
H -1.557 0.644 -0.714 0.000
H -2.672 3.949 -0.974 0.000
H -2.873 4.943 0.491 0.000
H -1.270 4.690 -0.188 0.000
H -1.719 2.558 3.558 0.000
H -2.175 4.206 3.098 0.000
H -0.505 3.655 2.894 0.000
H -3.826 1.453 0.139 0.000
H -3.201 0.628 1.581 0.000
H -4.188 2.096 1.730 0.000
H 2.604 0.746 -2.442 0.000
H 3.804 -0.194 -1.567 0.010
H 5.521 1.291 -2.108 -0.001
H 4.528 2.566 -2.847 0.000
H 5.514 2.952 -1.443 -0.004
H 1.892 2.898 -0.416 -0.002
H 2.558 3.327 -1.980 0.000
H 3.335 3.914 -0.497 -0.005
O 6.998 5.184 -0.527 0.000
C 7.780 4.525 0.093 -0.002
O 8.766 5.087 0.837 0.000
C 9.612 4.069 1.397 0.000
C 8.761 2.802 1.412 0.001
C 7.870 3.016 0.192 0.007
H 10.492 3.966 0.758 0.000
H 9.928 4.404 2.382 0.000
H 9.354 1.892 1.380 0.000
H 8.150 2.778 2.315 0.000
H 8.328 2.643 -0.726 0.000
H 6.879 2.584 0.286 0.010
O -4.451 2.093 -2.302 0.000
C -4.144 2.562 -3.360 0.000
O -5.070 3.043 -4.218 0.000
C -4.452 3.494 -5.438 0.000
C -2.996 3.761 -5.066 0.000
C -2.762 2.738 -3.958 0.000
H -4.553 2.701 -6.182 0.000
H -4.989 4.375 -5.778 0.000
H -2.322 3.669 -5.915 0.000
H -2.900 4.770 -4.663 0.000
H -2.440 1.768 -4.344 0.000
H -2.059 3.055 -3.191 0.000
O -3.292 -6.244 2.787 0.000
C -2.405 -6.814 3.351 0.000
O -1.401 -6.147 3.971 0.000
C -0.414 -7.071 4.468 0.000
C -1.148 -8.401 4.612 0.000
C -2.173 -8.304 3.486 0.000
H 0.395 -7.130 3.738 0.000
H -0.026 -6.673 5.403 0.000
H -0.482 -9.257 4.533 0.000
H -1.655 -8.446 5.577 0.000
H -1.763 -8.663 2.540 0.000
H -3.112 -8.814 3.689 0.000
O -7.937 7.890 -1.766 0.000
C -7.561 6.769 -1.593 0.000
O -6.381 6.318 -2.082 0.000
C -6.228 4.911 -1.813 0.000
C -7.140 4.630 -0.624 0.000
C -8.259 5.642 -0.851 0.000
H -6.526 4.355 -2.703 0.000
H -5.178 4.718 -1.609 0.000
H -7.467 3.593 -0.588 0.000
H -6.618 4.856 0.307 0.000
H -9.044 5.252 -1.502 0.000
H -8.720 6.024 0.056 0.000
O 0.025 -9.599 0.743 0.000
C -0.803 -9.484 -0.115 0.000
O -0.550 -8.868 -1.290 0.000
C -1.751 -8.776 -2.079 0.000
C -2.663 -9.884 -1.555 0.000
C -2.245 -9.950 -0.090 0.000
H -2.180 -7.784 -1.927 0.000
H -1.472 -8.888 -3.123 0.000
H -3.717 -9.670 -1.712 0.000
H -2.426 -10.825 -2.052 0.000
H -2.810 -9.248 0.527 0.000
H -2.311 -10.940 0.354 0.000
```

E_HOMO (alpha / beta) = -8.05 / -8.77 eV
2S+1 = 2
Orbital gap (alpha / beta) = 8.50 / 9.22 eV
Total energy = -84214.4451 eV

---

# 3
Formula: C37H67N8O3RbS2SeSi
Source: the OMol25 dataset
Level of theory: ωB97M-V/def2-TZVPD

```
120
Properties=species:S:1:pos:R:3:mulliken_charge:R:1
Rb -0.216 0.085 0.024 -0.013
C -3.275 -0.769 1.745 -1.753
C -3.373 -2.016 0.877 1.870
C -4.587 -1.925 -0.038 -1.474
C -3.479 -3.253 1.761 -1.547
O -2.184 -2.019 0.072 0.972
Si -1.405 -3.271 -0.714 -0.873
S 0.143 -2.548 -1.837 -0.830
O -2.538 -4.203 -1.480 0.220
C -3.031 -4.279 -2.817 1.772
C -2.000 -4.992 -3.682 -1.453
C -4.310 -5.104 -2.745 -1.905
C -3.331 -2.887 -3.365 -1.118
O -0.934 -4.204 0.574 0.596
C -0.445 -5.542 0.636 1.759
C 0.381 -5.618 1.915 -1.714
C 0.425 -5.876 -0.570 -1.529
C -1.634 -6.494 0.718 -1.398
H -4.124 -0.690 2.426 0.403
H -3.247 0.135 1.132 0.397
H -2.369 -0.804 2.357 0.162
H -5.503 -1.841 0.551 0.496
H -4.653 -2.817 -0.660 -0.039
H -4.504 -1.050 -0.685 0.296
H -4.361 -3.160 2.398 0.570
H -2.596 -3.362 2.390 0.164
H -3.576 -4.157 1.159 0.188
H -1.818 -5.996 -3.295 0.379
H -1.063 -4.437 -3.676 -0.089
H -2.361 -5.082 -4.710 0.509
H -4.101 -6.080 -2.304 0.347
H -4.729 -5.254 -3.742 0.406
H -5.056 -4.601 -2.127 0.351
H -2.418 -2.299 -3.423 -0.016
H -4.038 -2.365 -2.721 0.075
H -3.770 -2.967 -4.365 0.641
H 1.227 -4.931 1.854 0.368
H 0.761 -6.628 2.077 0.419
H -0.237 -5.337 2.770 0.253
H 1.231 -5.150 -0.674 0.273
H -0.162 -5.855 -1.490 0.138
H 0.849 -6.875 -0.453 0.533
H -2.223 -6.288 1.614 0.314
H -1.294 -7.531 0.759 0.478
H -2.275 -6.364 -0.155 0.008
C 3.706 1.347 0.949 -1.399
N 2.699 0.893 0.009 0.846
C 3.141 -0.323 -0.660 -1.048
C 2.346 1.934 -0.949 -0.663
C 1.558 3.075 -0.287 -0.768
N 0.280 3.303 -0.944 0.951
C -0.565 4.173 -0.152 -1.164
C 0.463 3.852 -2.277 -1.415
H 4.671 1.548 0.453 0.351
H 3.866 0.587 1.714 0.347
H 3.385 2.266 1.442 0.356
H 4.080 -0.173 -1.216 0.286
H 2.376 -0.676 -1.353 0.279
H 3.302 -1.108 0.079 0.320
H 1.709 1.485 -1.717 0.410
H 3.244 2.313 -1.465 0.171
H 2.155 4.005 -0.250 0.235
H 1.345 2.797 0.750 0.228
H -0.130 5.181 -0.026 0.316
H -0.727 3.736 0.835 0.053
H -1.533 4.281 -0.644 0.490
H 0.931 4.851 -2.238 0.367
H -0.501 3.928 -2.779 0.397
H 1.087 3.197 -2.881 0.327
C -2.653 0.034 -7.913 -1.260
C -2.765 -0.381 -6.456 -0.114
N -2.045 0.521 -5.563 -0.082
C -1.283 0.114 -4.511 0.040
S -1.282 1.019 -3.086 -0.232
N -0.564 -1.004 -4.647 0.709
C 0.099 -1.470 -5.857 -0.649
C -0.117 -2.955 -6.092 -0.832
H -3.233 -0.638 -8.547 0.360
H -1.616 0.018 -8.248 0.286
H -3.035 1.046 -8.059 0.326
H -2.388 -1.389 -6.305 -0.120
H -3.818 -0.402 -6.153 0.448
H -2.523 1.383 -5.347 0.331
H -0.199 -1.360 -3.756 -0.518
H 1.169 -1.267 -5.753 0.427
H -0.247 -0.878 -6.702 0.297
H 0.248 -3.529 -5.241 0.182
H 0.415 -3.284 -6.986 0.426
H -1.177 -3.185 -6.211 0.155
C -3.181 5.006 1.900 -1.085
N -2.451 5.020 3.151 0.398
C -1.894 3.941 3.758 -0.203
Se -1.875 2.203 3.192 -0.460
N -1.338 4.399 4.909 0.060
C -1.534 5.764 5.051 0.185
C -1.168 6.669 6.031 -0.895
C -1.540 7.992 5.835 -0.439
C -2.253 8.389 4.702 -0.664
C -2.620 7.477 3.722 -0.492
C -2.245 6.160 3.921 0.810
H -3.145 3.997 1.500 0.302
H -2.722 5.700 1.196 0.348
H -4.219 5.292 2.072 0.381
H -0.884 3.774 5.552 0.210
H -0.617 6.363 6.910 0.404
H -1.273 8.731 6.578 0.389
H -2.527 9.429 4.586 0.385
H -3.175 7.783 2.846 0.424
N 0.993 -1.989 7.900 -0.475
C 0.941 -1.673 6.797 -0.195
C 0.878 -1.260 5.414 0.328
C 0.327 -2.096 4.453 -0.613
C 0.291 -1.643 3.144 -1.029
N 0.747 -0.445 2.775 0.421
C 1.272 0.345 3.706 -0.478
C 1.369 -0.016 5.039 -0.732
H -0.059 -3.071 4.713 0.584
H -0.120 -2.275 2.359 1.075
H 1.624 1.314 3.372 0.465
H 1.807 0.651 5.767 0.530
```

E_HOMO = -7.20 eV
2S+1 = 1
Orbital gap = 7.12 eV
Total energy = -153077.2668 eV
Relative energy (zero: lowest compared OMol25 entry of this formula, charge and spin) = 0.803 eV

---

# 4
Formula: C37H68BCdGeN6O2S3Si3
Source: the OMol25 dataset
Level of theory: ωB97M-V/def2-TZVPD

```
122
Properties=species:S:1:pos:R:3:mulliken_spin:R:1
Cd 0.276 -3.317 0.185 0.191
C -4.221 -0.782 0.508 0.000
C -3.249 0.343 0.590 0.009
C -3.646 1.644 0.680 0.003
C -2.648 2.633 0.888 0.000
N -1.409 2.357 0.595 0.001
N -1.005 1.109 0.398 0.022
B 0.475 0.865 0.065 0.013
N 1.172 0.535 1.424 0.008
N 0.807 1.261 2.452 -0.002
C 1.299 1.043 3.645 0.001
C 2.257 0.022 3.844 0.000
C 2.638 -0.760 2.782 0.000
C 3.619 -1.871 2.895 0.003
C 2.048 -0.480 1.520 0.009
S 2.409 -1.369 0.116 0.038
C 0.759 1.923 4.752 0.000
C 1.115 3.380 4.425 0.001
C 1.317 1.554 6.126 0.000
C -0.767 1.751 4.753 0.000
N 1.242 2.058 -0.578 0.000
N 1.244 3.270 -0.073 -0.002
C 2.051 4.191 -0.549 0.000
C 3.044 3.862 -1.499 0.000
C 3.012 2.630 -2.097 0.001
C 3.985 2.192 -3.133 -0.001
C 2.007 1.745 -1.644 0.000
S 1.731 0.246 -2.412 -0.002
C 1.883 5.607 -0.050 0.000
C 2.834 6.586 -0.740 0.000
C 2.160 5.630 1.456 0.000
C 0.440 6.029 -0.366 0.000
C -1.845 0.072 0.678 -0.017
S -1.343 -1.387 1.360 0.046
C -2.992 3.972 1.500 0.001
C -3.551 4.915 0.430 0.000
C -1.734 4.565 2.144 0.001
C -4.056 3.757 2.591 0.000
H -4.553 -1.057 1.509 0.000
H -3.750 -1.650 0.054 -0.001
H -5.097 -0.489 -0.067 0.000
H -4.690 1.908 0.631 0.000
H 2.697 -0.133 4.816 0.000
H 3.932 -2.002 3.926 0.000
H 4.491 -1.661 2.276 0.001
H 3.187 -2.803 2.525 -0.001
H 2.190 3.538 4.470 0.000
H 0.644 4.051 5.139 0.000
H 0.765 3.627 3.429 0.000
H 2.394 1.699 6.170 0.000
H 1.083 0.524 6.390 0.000
H 0.867 2.201 6.877 0.000
H -1.158 1.932 3.757 0.001
H -1.224 2.450 5.448 0.000
H -1.038 0.740 5.051 0.000
H 3.824 4.562 -1.746 0.000
H 4.733 2.960 -3.306 0.000
H 3.480 1.978 -4.073 0.000
H 4.476 1.275 -2.809 0.000
H 3.865 6.420 -0.441 0.000
H 2.565 7.598 -0.451 0.000
H 2.756 6.525 -1.822 0.000
H 3.177 5.300 1.658 0.000
H 1.474 4.980 1.985 0.000
H 2.053 6.641 1.836 0.000
H 0.338 6.248 -1.428 0.000
H 0.181 6.922 0.195 0.000
H -0.254 5.235 -0.114 0.000
H -2.786 5.164 -0.302 0.000
H -3.891 5.830 0.908 0.000
H -4.399 4.467 -0.085 0.000
H -0.860 4.303 1.557 0.000
H -1.610 4.163 3.144 0.000
H -1.809 5.645 2.213 0.000
H -5.037 3.537 2.178 0.000
H -4.143 4.668 3.178 0.000
H -3.773 2.945 3.260 0.000
O 0.711 -3.899 2.861 -0.012
H 1.103 -4.638 3.338 0.002
H 0.230 -3.383 3.516 0.000
O -0.140 -1.246 -1.300 0.040
C 0.654 -0.352 -1.011 -0.005
C 2.661 -5.735 -1.560 0.008
Si 1.945 -4.653 -2.968 0.074
C 3.062 -3.142 -3.314 -0.005
C 1.593 -5.678 -4.543 0.030
Ge -0.329 -3.988 -2.207 0.314
Si -1.990 -5.683 -1.288 0.122
C -2.458 -6.882 -2.694 0.037
C -1.123 -6.630 0.137 0.012
C -3.412 -4.648 -0.536 -0.004
Si -1.465 -2.727 -4.055 0.010
C -2.805 -1.671 -3.198 0.045
C -2.139 -4.071 -5.233 0.002
C -0.143 -1.741 -5.015 0.009
H 3.662 -6.080 -1.799 0.003
H 2.048 -6.617 -1.393 0.000
H 2.723 -5.181 -0.621 0.000
H 4.069 -3.453 -3.577 -0.002
H 3.135 -2.494 -2.444 0.001
H 2.679 -2.545 -4.136 0.000
H 2.432 -6.320 -4.791 0.007
H 1.415 -5.033 -5.398 -0.003
H 0.719 -6.313 -4.423 -0.004
H -1.574 -7.320 -3.148 -0.003
H -3.026 -6.386 -3.473 -0.007
H -3.066 -7.696 -2.314 0.013
H -0.146 -7.013 -0.157 -0.001
H -1.725 -7.482 0.443 0.003
H -0.994 -5.992 1.014 0.001
H -3.965 -4.106 -1.299 0.001
H -3.008 -3.925 0.176 0.006
H -4.122 -5.273 -0.003 -0.001
H -3.621 -2.291 -2.839 -0.002
H -3.230 -0.935 -3.875 0.003
H -2.376 -1.143 -2.351 -0.020
H -3.041 -4.540 -4.855 0.001
H -1.396 -4.846 -5.399 0.000
H -2.378 -3.638 -6.200 -0.002
H 0.445 -1.104 -4.363 -0.002
H -0.607 -1.108 -5.765 0.001
H 0.534 -2.416 -5.534 0.000
```

E_HOMO (alpha / beta) = -12.35 / -12.76 eV
2S+1 = 2
Orbital gap (alpha / beta) = 7.00 / 5.52 eV
Total energy = -170394.6692 eV
Relative energy (zero: lowest compared OMol25 entry of this formula, charge and spin) = 2.054 eV
Charge = +2